Entry 1:
A structure of composition C32H43Cl2MnO2P3 at a distorted geometry, computed with ωB97M-V/def2-TZVPD.

The HOMO energy (alpha / beta) comes out at -13.06 / -13.05 eV. The expectation value of S² is 3.881. The charge is +2. The lowest unoccupied orbital energy (alpha / beta) comes out at -0.1759 / -0.3408 Ha. The multiplicity is 4.

CARTESIAN COORDINATES (ANGSTROEM)
H1 -2.694542 4.024014 1.645667
O1 1.156974 -0.622348 3.671241
H2 1.045690 1.373219 -0.390002
C1 -6.250711 -2.054826 -3.171099
H3 -1.693425 -0.484765 1.861881
H4 -1.925512 4.975382 4.092154
P1 4.031994 1.803642 0.548369
H5 1.724967 -5.060115 -2.118296
H6 -6.420906 -2.949284 -1.227092
H7 0.683563 4.087350 1.152510
H8 1.158006 4.671336 2.748946
C2 -1.125683 -3.268738 -2.555067
H9 3.278802 3.532452 -0.949721
C3 4.952380 2.909733 1.640434
C4 0.009048 -5.733860 -3.217968
C5 1.227972 -1.273171 4.732625
C6 -1.097459 -0.550614 -3.412169
C7 0.310617 4.474392 2.097319
H10 -0.114685 -1.658644 6.385164
C8 1.418349 0.721347 0.412367
H11 4.510155 -0.356814 -0.362433
H12 3.316614 1.945507 -1.738425
C9 0.001441 -0.166819 -5.526781
H13 0.089337 0.055594 6.134150
C10 -4.044092 -1.317247 -3.789517
C11 2.106265 1.660411 2.533526
C12 -4.413970 -2.333550 -1.645766
C13 -2.206464 3.063989 1.795762
C14 0.726309 -4.818974 -2.458260
C15 -1.837231 -4.192371 -3.317388
C16 3.843516 2.611177 -1.060529
H14 -1.838601 -6.127672 -4.233259
H15 0.446985 -6.689923 -3.473840
H16 1.419356 -0.842238 6.848803
Cl1 1.175454 2.110360 5.334038
H17 0.482806 -0.560948 -6.412268
C17 -0.477925 -1.039968 -4.559828
H18 2.966740 -2.497213 4.432421
Mn1 0.305889 1.092424 3.316169
H19 -2.833954 -3.951596 -3.658944
H20 0.716182 -2.895877 -1.515361
H21 5.904706 3.160877 1.180388
C18 -1.401764 4.065176 4.375925
H22 -0.224271 5.404344 1.918421
O2 1.965869 -0.472004 -0.157050
P2 -0.761823 3.230340 2.897029
C19 -0.762879 0.047286 1.893735
C20 -0.757445 1.700581 -4.224072
Cl2 -1.794069 0.625255 4.615937
H23 -0.866066 2.768657 -4.087278
H24 -0.370812 -2.106425 -4.698849
H25 0.232743 1.882393 -6.120508
H26 1.377608 -3.275731 4.003734
H27 1.298481 -0.872970 -0.729186
H28 4.385730 3.819716 1.813283
C21 -1.273701 -5.418529 -3.642240
C22 0.158884 -3.600441 -2.120715
C23 -5.392117 -1.463701 -4.086630
C24 1.904045 -2.609954 4.717794
C25 0.318834 0.479224 1.373970
H29 -2.073572 3.387789 4.892224
C26 -0.140168 1.203706 -5.364605
P3 -1.772902 -1.615548 -2.072411
H30 -3.381676 -0.863261 -4.512844
H31 -1.689804 1.223335 -2.356011
C27 5.052482 0.331804 0.277232
C28 0.623816 -0.887495 6.075330
H32 1.858039 -3.091238 5.722674
C29 -5.756689 -2.493088 -1.949354
H33 -1.901168 2.662616 0.833292
C30 -3.539662 -1.753388 -2.566574
H34 5.998952 0.600318 -0.186352
H35 -7.300889 -2.169474 -3.405520
H36 -0.578573 4.302424 5.041249
H37 5.244208 -0.151982 1.230876
H38 -2.904346 2.371812 2.258805
H39 4.818888 2.838877 -1.482770
H40 -5.770657 -1.118148 -5.039797
H41 5.143378 2.424965 2.593036
C31 2.458474 1.421449 1.243573
C32 -1.222480 0.830563 -3.250938
H42 -4.035998 -2.663427 -0.685589
H43 2.798145 2.178548 3.191255

Atoms 1-2, force components in eV/Å:
0.00 0.11 0.04
0.47 -1.00 1.42

Here are the Mulliken charges for atoms 1 to 2, given in e: 0.47, -0.08



Entry 2:
A structure of composition C32H43F21O22S2 at a distorted geometry, computed with ωB97M-V/def2-TZVPD.

The HOMO energy comes out at -11.01 eV. The lowest unoccupied orbital energy comes out at -0.0065 Ha. The multiplicity is 1.

CARTESIAN COORDINATES (ANGSTROEM)
C1 25.166900 19.275960 -1.996400
F1 11.799460 6.419920 -12.104170
C2 15.117070 14.484370 -17.433450
H1 13.182570 17.061310 -14.963830
C3 10.355590 17.289810 -4.912760
F2 15.836830 17.227400 -9.631100
C4 11.980260 26.346050 -6.873430
F3 14.776690 13.256110 -16.987400
H2 17.870820 22.064320 -13.215650
H3 11.934300 17.409070 -16.143670
F4 11.701850 25.197100 -6.340820
H4 17.087340 20.679390 -5.945650
F5 15.226240 17.592680 -7.558330
F6 10.470330 12.608950 -6.385480
H5 9.884680 18.269410 -4.830980
H6 10.866440 17.266090 -5.875340
F7 12.593200 13.013590 -5.639690
H7 9.890710 23.376970 -15.701000
C5 13.812510 18.451230 -16.598850
C6 12.813170 6.827140 -12.873980
C7 15.029620 17.933250 -8.834750
C8 19.528900 20.456310 -13.081310
F8 26.006830 17.542170 -0.930510
H8 15.779190 9.989580 -12.184860
F9 24.875770 17.053420 -2.599070
O1 7.294160 20.523320 -13.925590
O2 20.063930 14.800810 -6.809270
F10 9.346520 21.694260 -11.302070
H9 13.576450 18.486970 -17.662380
C9 7.889140 22.933700 -14.867580
H10 17.723110 8.897150 -11.071010
O3 9.769660 14.903810 -5.154350
C10 11.577670 26.461210 -8.346790
H11 12.347570 27.985230 -12.154510
O4 20.939770 20.650920 -12.755630
O5 8.117350 22.508980 -13.528490
O6 15.916330 19.933220 -7.914250
F11 14.566030 14.737860 -18.615440
O7 15.435160 15.867080 -15.543090
O8 19.858070 15.990940 -4.540340
H12 22.146350 22.099230 -1.760980
O9 25.651530 20.061580 -1.238370
C11 8.183540 21.076910 -11.648470
S1 20.829710 15.316380 -5.670100
C12 15.237470 19.410130 -9.027180
F12 11.305750 27.251420 -6.109480
H13 19.080040 19.926000 -12.241420
H14 8.319490 16.428660 -5.252030
H15 23.119150 21.083570 -0.838910
H16 20.538320 13.204940 -3.048970
O10 21.297400 14.083630 -4.736940
O11 21.979620 16.211050 -5.869730
H17 13.458600 28.456840 -10.839160
C13 7.837700 21.313240 -13.135130
H18 11.647350 28.519560 -10.750240
O12 14.486710 8.454670 -12.343190
H19 13.233000 25.837050 -11.034800
H20 19.123960 22.014640 -14.428170
C14 16.517170 21.482380 -6.412790
F13 13.760010 17.658640 -9.243290
H21 21.637930 20.340820 -1.466620
H22 23.735400 21.411670 -3.284910
F14 8.409260 19.802650 -11.342420
C15 19.478410 15.042770 -3.608710
O13 12.662040 26.516270 -9.204120
H23 19.827160 15.409710 -2.643400
H24 15.322540 9.460870 -10.582910
O14 22.293510 22.711510 -13.215710
O15 24.007070 19.356720 -2.678100
H25 9.024360 16.091300 -3.653190
O16 19.721340 22.763940 -12.653320
C16 12.520600 27.955960 -11.078730
C17 10.823390 14.307760 -4.574310
H26 15.510160 21.641370 -6.027100
F15 13.315020 26.569700 -6.719350
H27 11.091120 17.309730 -4.108570
F16 11.200360 12.041590 -4.197170
H28 16.903310 7.320550 -11.477020
H29 13.556970 19.379420 -16.087710
C18 23.195360 20.534190 -2.929230
H30 19.510820 19.827660 -13.971580
H31 7.910880 22.172740 -15.647690
H32 11.609630 26.130420 -10.941450
F17 13.148840 5.789290 -13.610050
O17 21.468970 22.324740 -10.827400
C19 20.201900 13.715700 -3.951220
H33 19.562240 12.992500 -4.457110
C20 13.973770 7.261190 -11.959990
F18 7.208650 21.458790 -10.876120
C21 9.237430 16.182480 -4.718270
H34 16.986760 22.439660 -6.186530
C22 22.435120 21.050790 -1.686930
O18 14.445950 6.463250 -11.068340
O19 13.364500 16.033590 -16.719690
F19 26.811230 17.887870 -2.966850
H35 14.884490 18.298490 -16.473810
H36 18.390410 15.009750 -3.665750
H37 17.489480 21.143700 -8.397220
H38 22.451880 20.200770 -3.653210
C23 16.514810 21.160410 -7.909550
C24 8.982860 23.914150 -15.426500
H39 6.894730 23.339040 -15.054560
O20 14.780420 20.008230 -9.958420
C25 12.544900 26.527140 -10.546520
O21 10.396580 26.257310 -8.697310
C26 11.256460 12.923050 -5.214570
C27 16.961020 8.392660 -11.665010
F20 12.414620 7.807060 -13.594670
H40 17.360570 8.423900 -12.678660
H41 9.327490 24.695070 -14.748640
S2 21.267850 22.174340 -12.286820
H42 8.744680 24.285190 -16.423350
C28 13.002790 17.228670 -16.025800
F21 16.409990 14.447930 -17.494820
C29 25.734590 17.923330 -2.137650
O22 11.510240 14.874110 -3.678970
C30 14.614050 15.517810 -16.407470
H43 15.979400 22.026090 -8.299470
C31 18.928000 21.847650 -13.369010
C32 15.527590 9.108890 -11.593930

Atoms 1-2, force components in eV/Å:
-2.04 2.40 -0.07
-0.40 0.03 0.38

Here are the Mulliken charges for atoms 1 to 2, given in e: 0.28, -0.26



Entry 3:
A structure of composition C32H43GaN7OPS2 at a distorted geometry, computed with ωB97M-V/def2-TZVPD.

The HOMO energy comes out at -12.35 eV. The charge is +2. The lowest unoccupied orbital energy comes out at -0.2258 Ha. The multiplicity is 1.

CARTESIAN COORDINATES (ANGSTROEM)
H1 1.284266 -3.611242 -3.178157
H2 2.943169 -1.120401 7.095572
C1 -1.576769 0.750998 -4.949522
H3 -0.842548 5.612879 -1.425576
C2 2.782024 1.275180 -3.864135
C3 3.791838 0.414593 -3.469230
H4 1.785358 1.658610 3.507512
C4 -3.894322 -1.710211 -4.457784
C5 4.117138 -0.539420 4.751960
C6 3.599927 1.548454 6.959172
C7 -2.037442 0.224768 1.234287
H5 5.369302 -1.846971 3.617175
C8 3.027082 -0.146866 0.153799
O1 -1.277234 -0.424259 -1.937618
C9 3.824085 -0.128091 -2.206651
C10 2.799980 0.101541 -1.273705
C11 -2.655769 4.681074 -0.568883
H6 -3.225879 -1.829991 -5.345062
H7 -0.615967 -4.741195 -3.638280
C12 3.019965 0.402666 4.770812
H8 -4.433108 -0.727026 -4.581353
C13 -4.186731 0.954373 1.067207
C14 1.255210 1.730854 5.983906
C15 -0.315180 -1.198077 -5.672577
H9 -4.539728 -2.972538 -2.137380
H10 -3.301404 5.596470 -0.580135
H11 -4.679155 -2.481184 -4.461986
H12 -1.736771 -1.382994 3.521045
C16 -1.299728 4.688285 -1.034786
S1 -0.360095 0.041530 1.296695
N1 -1.109480 -0.598817 -4.632400
H13 2.823837 1.724108 -4.862595
H14 -0.027243 -2.193108 -5.344217
H15 1.589176 2.696600 5.562040
C17 0.847966 -2.690184 -2.740285
H16 -4.292670 -1.284125 -1.546053
H17 -4.290164 3.380579 0.198927
H18 0.497500 1.207786 5.350573
C18 -2.439705 2.327729 -0.106021
N2 -2.873575 -0.663569 1.883978
H19 -2.081571 0.802349 -5.949400
H20 -1.638370 -2.293735 2.025008
H21 -3.144059 -2.447209 3.048590
N3 -0.551761 -2.710890 -3.123974
H22 0.881446 2.088181 -3.391716
S2 4.206751 -1.316226 0.717800
H23 1.826178 -0.068373 7.999325
C19 1.687332 1.431673 -3.010579
C20 2.112405 -0.424987 7.003263
H24 4.494546 0.941195 7.143877
C21 4.022958 -0.689634 2.358440
P1 -1.479635 -1.336387 -3.186984
H25 0.451052 3.466006 -1.258623
H26 1.224712 -0.921323 6.547689
C22 -1.121550 -4.028844 -2.962534
H27 0.621336 -0.595957 -5.871067
H28 4.554081 -0.849894 5.706439
C23 1.670626 0.815508 -1.760402
C24 2.583924 0.931265 3.535773
Ga1 -0.055654 0.637051 -0.886035
C25 -2.344497 -1.787268 2.696081
H29 -3.000005 -2.464814 -1.281543
C26 4.595331 -1.085833 3.576846
H30 0.785383 2.029287 6.952304
H31 -1.000551 -4.393390 -1.950055
H32 -2.360725 1.100823 -4.266995
C27 2.496099 0.828646 6.136239
C28 -0.626269 3.500081 -1.012339
N4 2.465623 0.581967 1.090513
H33 3.194943 1.895627 7.942469
H34 1.325431 -1.767321 -3.065296
H35 -0.768840 1.470463 -5.033867
C29 3.004633 0.342501 2.328767
H36 -5.077624 1.532958 0.663372
H37 4.662866 -0.733679 -1.934251
N5 -2.829737 1.201365 0.639139
H38 0.939274 -2.747497 -1.610306
H39 -2.202155 -3.993572 -3.242555
C30 -3.784000 -2.170659 -2.008755
C31 -3.238024 3.503216 -0.136893
H40 4.546999 0.184541 -4.184656
H41 -0.860324 -1.270639 -6.630997
N6 -3.100363 -1.818636 -3.236650
C32 -4.177524 -0.127982 1.857450
H42 3.885764 2.436091 6.384930
H43 -4.938463 -0.706999 2.365116
N7 -1.205146 2.302148 -0.663225

Atoms 1-2, force components in eV/Å:
0.23 0.81 0.23
-0.11 -0.09 0.01

Here are the Mulliken charges for atoms 1 to 2, given in e: 0.40, 0.34



Question: Which of these has the highest multiplicity?
Answer: C32H43Cl2MnO2P3